{
  "formula": "C2H4INO",
  "method": "wB97M-V/def2-TZVPD",
  "e_homo_ev": -9.2,
  "relative_energy_kcal_mol": 43.2,
  "gap_ev": 9.05,
  "molar_mass_da": 184.96,
  "smiles": "O=CCNI",
  "species": ["O", "C", "C", "N", "I", "H", "H", "H", "H"],
  "coordinates": [[-1.12357, -1.41470, 0.59997], [-0.49792, -0.50906, 1.07336], [0.49828, 0.25934, 0.30169], [0.46309, -0.18153, -1.39041], [-0.23705, 1.47647, -2.45457], [-0.44081, -0.19169, 2.02415], [0.22324, 1.33424, 0.39695], [1.51609, -0.03028, 0.80271], [-0.40135, -0.74277, -1.35386]],
  "forces_ev_per_angstrom": [[-0.83, -0.33, 0.49], [0.89, -1.16, -4.32], [1.19, -0.29, -2.90], [-0.38, 1.15, 3.61], [0.22, -0.27, 0.23], [-0.72, 0.70, 4.34], [0.75, -0.58, -0.09], [-1.54, 0.87, -1.33], [0.42, -0.08, -0.04]],
  "mulliken_charge": [-0.5085, 0.0455, -0.3619, -0.6379, 0.0905, 0.4466, 0.3015, 0.2553, 0.3688]
}